Record 1
130
Properties=species:S:1:pos:R:3:lowdin_charge:R:1 method="wB97M-V/def2-TZVPD" smiles=C[C@H](Cl)[C@@H](Cl)[C@@H](O[C@@H](CCCCCCCSc1nnco1)[C@](C[C@@H](C)F)(O[C@@H](S)c1ccncc1)C(F)(F)C(F)(F)F)B(N)O.COCCOC.COCCOC.COCCOC homo_ev=-9.05 e_tot_ev=-130622.2194 total_charge=0
C 1.976 -1.926 0.541 -0.1079
C 1.470 -1.748 -0.893 -0.7305
Cl 2.642 -2.498 -2.027 0.6240
C 1.136 -0.289 -1.225 -0.6174
Cl 2.557 0.612 -1.849 0.7051
C -0.104 -0.116 -2.137 -0.2210
O -1.055 0.742 -1.489 -0.0819
C -2.322 0.179 -1.213 -0.2213
C -2.395 -0.388 0.218 -0.1142
C -1.115 -1.060 0.697 -0.1739
C -1.264 -1.619 2.120 -0.1713
C -2.124 -2.886 2.178 -0.1827
C -1.306 -4.182 2.113 -0.2029
C -0.742 -4.662 3.448 -0.2534
C 0.604 -4.061 3.896 -0.4394
S 0.380 -2.979 5.336 1.0153
C 1.473 -1.681 5.016 -0.7128
N 2.023 -0.940 5.944 0.0442
N 2.757 0.023 5.256 0.0585
C 2.609 -0.234 4.006 -0.1871
O 1.803 -1.297 3.766 -0.0043
C -3.441 1.229 -1.647 -0.2445
C -3.595 1.180 -3.195 -0.0146
C -3.598 2.462 -4.034 -0.3512
C -4.691 3.487 -3.843 -0.0259
F -2.374 3.115 -3.937 -0.0122
O -3.137 2.573 -1.332 -0.0793
C -2.389 2.922 -0.185 -0.5947
S -1.118 4.138 -0.644 0.8835
C -3.243 3.587 0.873 -0.2505
C -4.030 4.697 0.568 -0.0264
C -4.803 5.269 1.582 -0.1273
N -4.818 4.817 2.835 0.0560
C -4.056 3.768 3.128 -0.1326
C -3.259 3.113 2.183 -0.0140
C -4.790 0.810 -0.988 -0.3267
F -4.733 0.959 0.363 0.1321
F -5.020 -0.512 -1.262 0.1261
C -6.110 1.533 -1.380 -0.5257
F -7.079 1.122 -0.562 0.1846
F -6.481 1.231 -2.636 0.1514
F -5.990 2.863 -1.279 0.1728
B 0.346 0.410 -3.582 -0.6962
N 0.663 -0.620 -4.539 0.2059
O 0.428 1.746 -3.834 0.1435
H 1.489 -2.761 1.039 0.0614
H 3.048 -2.116 0.541 0.0735
H 1.813 -1.019 1.123 0.0646
H 0.581 -2.342 -1.080 0.0648
H 0.927 0.236 -0.299 0.0774
H -0.532 -1.116 -2.261 0.1299
H -2.501 -0.679 -1.870 0.1526
H -3.195 -1.129 0.212 0.1138
H -2.684 0.346 0.961 0.0977
H -0.320 -0.313 0.716 0.0968
H -0.844 -1.883 0.027 0.1090
H -1.679 -0.830 2.750 0.1189
H -0.263 -1.850 2.491 0.0708
H -2.872 -2.884 1.385 0.1029
H -2.686 -2.898 3.117 0.1134
H -1.959 -4.970 1.732 0.1101
H -0.501 -4.060 1.381 0.1045
H -1.487 -4.482 4.227 0.0920
H -0.595 -5.740 3.384 0.1072
H 1.096 -3.521 3.089 0.0535
H 1.278 -4.859 4.199 0.0751
H 3.054 0.290 3.178 0.1330
H -2.765 0.583 -3.582 0.1247
H -4.492 0.624 -3.464 0.1256
H -3.668 2.098 -5.067 0.1433
H -4.600 4.228 -4.639 0.0878
H -5.673 3.029 -3.925 0.0764
H -4.577 4.013 -2.900 0.0707
H -1.859 2.088 0.251 0.0908
H -0.294 3.338 -1.329 -0.1224
H -4.046 5.114 -0.430 0.1117
H -5.433 6.122 1.365 0.1045
H -4.072 3.422 4.154 0.1036
H -2.671 2.253 2.478 0.1076
H 1.040 -0.257 -5.405 0.0852
H -0.105 -1.248 -4.741 0.0677
H 0.124 2.001 -4.707 0.1055
C -2.106 -6.977 -5.022 -0.1116
O -0.946 -6.845 -5.819 -0.1878
C -1.085 -5.924 -6.886 -0.2066
C -0.436 -4.595 -6.574 -0.2026
O -1.085 -3.926 -5.503 -0.1966
C -0.407 -4.053 -4.265 -0.1196
H -1.828 -7.552 -4.141 0.0893
H -2.493 -6.004 -4.708 0.0824
H -2.893 -7.517 -5.560 0.0891
H -2.143 -5.772 -7.127 0.1265
H -0.597 -6.357 -7.764 0.1266
H -0.504 -3.951 -7.456 0.1255
H 0.623 -4.744 -6.343 0.1293
H 0.505 -3.446 -4.259 0.0633
H -0.150 -5.090 -4.037 0.0886
H -1.083 -3.683 -3.492 0.0865
C 1.442 6.958 -0.301 -0.1097
O 2.409 6.303 -1.104 -0.1925
C 2.207 6.479 -2.495 -0.2071
C 3.134 7.524 -3.075 -0.2080
O 2.865 8.818 -2.565 -0.1892
C 3.756 9.225 -1.545 -0.1136
H 1.791 6.910 0.730 0.0921
H 1.318 8.005 -0.588 0.0858
H 0.482 6.443 -0.373 0.0337
H 1.166 6.752 -2.699 0.1279
H 2.406 5.520 -2.983 0.1254
H 2.991 7.560 -4.159 0.1245
H 4.174 7.244 -2.879 0.1258
H 4.745 9.454 -1.956 0.0876
H 3.858 8.461 -0.771 0.0835
H 3.345 10.130 -1.099 0.0885
C 4.682 -3.022 6.374 -0.1031
O 5.846 -3.651 5.867 -0.1892
C 6.936 -2.764 5.685 -0.2081
C 7.947 -2.870 6.804 -0.2090
O 7.413 -2.444 8.045 -0.1875
C 7.017 -3.504 8.893 -0.1125
H 3.984 -3.809 6.657 0.0913
H 4.899 -2.406 7.248 0.0910
H 4.216 -2.396 5.608 0.0632
H 6.579 -1.732 5.606 0.1273
H 7.425 -3.028 4.742 0.1243
H 8.800 -2.226 6.573 0.1250
H 8.310 -3.901 6.877 0.1255
H 7.889 -4.025 9.303 0.0877
H 6.385 -4.225 8.368 0.0830
H 6.452 -3.066 9.714 0.0894

---

Record 2
121
Properties=species:S:1:pos:R:3:lowdin_charge:R:1 method="wB97M-V/def2-TZVPD" homo_ev=-10.58 e_tot_ev=-136723.3444 total_charge=+1
N -0.467 3.181 -1.757 0.0339
O 0.064 2.523 -2.856 -0.0813
C 1.508 2.461 -2.714 -0.3243
O 2.304 2.864 -3.583 0.1385
C 2.016 1.818 -1.310 -0.0088
C 2.299 0.291 -1.254 0.1075
C 2.754 -0.264 0.145 0.0023
N 2.888 0.621 1.273 -0.4175
Br 3.443 -0.096 2.937 0.9806
C 2.630 2.039 1.252 -0.1651
F 2.751 2.847 2.407 0.0409
C 2.185 2.727 -0.055 0.1076
H 0.163 3.942 -1.463 0.0897
H -0.653 2.523 -0.984 0.1066
H 2.185 -0.395 -2.160 0.1244
H 2.942 -1.400 0.213 0.1383
H 1.978 3.855 -0.150 0.1409
C -0.902 -1.457 -5.314 -0.1776
C 0.283 -1.199 -6.217 -0.1629
C 1.422 -1.100 -5.222 -0.2060
O 1.082 -1.948 -4.114 -0.1692
C -0.296 -2.336 -4.239 -0.2004
H -1.746 -1.927 -5.822 0.1183
H -1.248 -0.515 -4.877 0.1119
H 0.439 -2.057 -6.878 0.1225
H 0.179 -0.306 -6.835 0.1181
H 1.530 -0.077 -4.841 0.1015
H 2.379 -1.416 -5.645 0.1196
H -0.321 -3.392 -4.528 0.1196
H -0.797 -2.227 -3.274 0.1132
C -4.334 1.623 -8.288 -0.1773
C -5.154 1.808 -7.030 -0.1740
C -4.769 0.587 -6.219 -0.1933
O -3.420 0.256 -6.582 -0.1557
C -3.057 1.014 -7.745 -0.2033
H -4.163 2.548 -8.841 0.1149
H -4.833 0.912 -8.954 0.1160
H -4.834 2.718 -6.510 0.1159
H -6.228 1.878 -7.211 0.1165
H -5.402 -0.271 -6.468 0.1218
H -4.827 0.762 -5.143 0.1048
H -2.349 1.790 -7.431 0.1173
H -2.561 0.363 -8.469 0.1074
C -1.542 -0.022 -12.997 -0.1782
C -2.831 -0.793 -12.823 -0.1783
C -2.528 -1.645 -11.606 -0.2041
O -1.607 -0.899 -10.796 -0.1561
C -1.120 0.213 -11.560 -0.2092
H -1.657 0.903 -13.564 0.1157
H -0.802 -0.647 -13.507 0.1172
H -3.650 -0.101 -12.600 0.1155
H -3.112 -1.384 -13.696 0.1159
H -2.041 -2.584 -11.889 0.1175
H -3.422 -1.878 -11.024 0.1166
H -1.578 1.123 -11.156 0.1129
H -0.036 0.290 -11.448 0.1171
C 3.084 0.841 8.100 -0.1734
C 2.451 1.916 7.245 -0.1619
C 3.341 1.908 6.017 -0.2109
O 3.829 0.566 5.866 -0.2336
C 3.524 -0.171 7.061 -0.1897
H 2.409 0.419 8.845 0.1025
H 3.957 1.247 8.620 0.1240
H 1.433 1.620 6.971 0.1103
H 2.404 2.892 7.731 0.1142
H 4.206 2.566 6.149 0.1251
H 2.808 2.210 5.112 0.0908
H 2.716 -0.873 6.824 0.1040
H 4.400 -0.741 7.375 0.1235
C 1.475 2.369 12.917 -0.1729
C 0.842 3.444 12.062 -0.1738
C 1.731 3.436 10.835 -0.2027
O 2.219 2.095 10.684 -0.1699
C 1.915 1.358 11.877 -0.2003
H 0.800 1.947 13.663 0.1180
H 2.349 2.775 13.437 0.1188
H -0.176 3.148 11.788 0.1176
H 0.794 4.421 12.547 0.1175
H 2.597 4.095 10.966 0.1205
H 1.199 3.737 9.929 0.1127
H 1.108 0.656 11.641 0.1139
H 2.792 0.788 12.191 0.1205
C -6.146 -0.784 -0.647 -0.1805
C -5.714 0.662 -0.548 -0.1826
C -5.421 1.003 -1.996 -0.2153
O -6.296 0.199 -2.797 -0.1477
C -6.901 -0.797 -1.961 -0.2006
H -6.752 -1.120 0.196 0.1155
H -5.265 -1.431 -0.715 0.1143
H -6.544 1.273 -0.181 0.1178
H -4.857 0.821 0.109 0.1097
H -4.390 0.745 -2.265 0.1118
H -5.585 2.060 -2.220 0.1185
H -7.952 -0.521 -1.818 0.1197
H -6.861 -1.768 -2.459 0.1191
C -0.311 -1.437 6.838 -0.1864
C -0.323 -1.840 8.296 -0.1730
C -1.346 -0.885 8.878 -0.1994
O -2.289 -0.602 7.835 -0.1323
C -1.767 -1.092 6.594 -0.2040
H 0.060 -2.216 6.170 0.1151
H 0.312 -0.545 6.705 0.0911
H -0.677 -2.871 8.392 0.1198
H 0.653 -1.767 8.781 0.1076
H -0.882 0.062 9.176 0.1128
H -1.867 -1.304 9.741 0.1205
H -2.343 -1.981 6.315 0.1193
H -1.895 -0.335 5.817 0.1151
C 6.814 -4.013 -0.614 -0.1717
C 6.810 -4.422 0.843 -0.1708
C 5.792 -3.469 1.437 -0.2083
O 4.840 -3.180 0.400 -0.1815
C 5.357 -3.666 -0.849 -0.2028
H 7.180 -4.789 -1.287 0.1201
H 7.436 -3.122 -0.747 0.1185
H 6.456 -5.454 0.937 0.1208
H 7.788 -4.352 1.322 0.1199
H 6.259 -2.524 1.736 0.1132
H 5.276 -3.892 2.302 0.1186
H 4.778 -4.553 -1.128 0.1220
H 5.225 -2.906 -1.623 0.1152

---

Record 3
141
Properties=species:S:1:pos:R:3:lowdin_charge:R:1 method="wB97M-V/def2-TZVPD" homo_ev=-9.38 e_tot_ev=-344400.7992 total_charge=+1 de_lowest_kcal_mol=294.9
C 3.901 -3.691 1.912 -0.1601
C 2.707 -3.372 2.929 -0.7735
Br 2.102 -4.904 4.028 0.6802
C 1.495 -2.460 2.312 -0.5979
Br 0.871 -1.496 3.981 0.7370
C 0.434 -3.227 1.457 -0.2047
N -0.962 -2.767 1.250 -0.0487
C -1.816 -2.411 2.435 -0.1011
C -3.371 -2.828 2.263 -0.1378
O -4.217 -1.666 2.077 -0.1678
C -5.562 -2.057 1.682 -0.0562
C -5.948 -1.140 0.407 -0.2520
F -6.812 -1.785 -0.511 0.0845
F -4.705 -0.909 -0.290 -0.0272
C -6.465 0.315 0.862 -0.1966
F -5.485 0.972 1.663 0.0886
F -6.534 1.087 -0.348 0.0718
C -7.926 0.304 1.532 -0.2282
F -8.509 -0.983 1.647 0.0782
F -8.773 1.043 0.641 0.0738
C -8.028 1.048 2.945 -0.1686
F -7.881 2.442 2.692 0.0414
F -7.152 0.545 3.939 0.0346
C -1.171 -1.848 0.049 -0.2016
C -0.407 -0.468 0.108 -0.1501
C -1.165 0.676 0.995 -0.1692
C -0.442 2.088 0.608 -0.1699
C 0.873 2.159 1.575 -0.1981
C 2.138 2.873 0.886 -0.1997
C 2.310 4.354 1.524 -0.2411
C 1.653 5.384 0.445 -0.4684
S 0.973 6.798 1.435 0.8997
C -0.229 7.641 0.304 -0.5364
N -0.341 9.033 0.013 0.0111
N -1.409 9.105 -0.830 -0.0200
C -1.937 7.786 -1.056 -0.0902
O -1.182 6.817 -0.343 -0.0569
C -0.936 -2.796 -1.217 -0.3112
C -0.702 -2.002 -2.621 -0.6712
I -2.547 -0.828 -2.920 0.9801
C -0.372 -2.992 -3.847 -0.7401
C -1.501 -3.066 -4.984 -0.2728
I 1.462 -2.262 -4.853 0.8590
O 0.001 -3.896 -1.017 -0.1011
C 0.996 -3.648 -0.024 -0.6425
F 1.661 -4.924 0.138 -0.0220
Br 2.286 -2.437 -0.881 0.9101
H 3.817 -4.677 1.350 0.0796
H 4.837 -3.818 2.585 0.0977
H 4.183 -2.799 1.236 0.0632
H 3.211 -2.666 3.693 0.0718
H 2.067 -1.599 1.798 0.0739
H 0.299 -4.269 1.956 0.1529
H -1.478 -3.631 0.943 0.1825
H -1.442 -3.074 3.305 0.1307
H -1.749 -1.332 2.779 0.1063
H -3.554 -3.572 1.415 0.1402
H -3.711 -3.330 3.245 0.1545
H -5.670 -3.172 1.470 0.1515
H -6.300 -1.823 2.538 0.1499
H -9.098 0.893 3.344 0.1918
H -2.301 -1.598 0.057 0.1296
H 0.656 -0.505 0.559 0.0807
H -0.252 0.052 -0.911 0.1043
H -2.271 0.760 0.718 0.1164
H -0.973 0.553 2.118 0.0899
H -0.137 2.143 -0.488 0.1069
H -1.084 2.987 0.887 0.1171
H 1.225 1.103 1.890 0.0779
H 0.579 2.680 2.561 0.1189
H 1.956 2.925 -0.242 0.1032
H 3.125 2.289 1.022 0.1110
H 3.412 4.584 1.722 0.1151
H 1.745 4.492 2.506 0.0801
H 2.440 5.701 -0.314 0.0961
H 0.776 4.828 -0.032 0.0718
H -2.808 7.552 -1.747 0.1343
H -1.957 -3.320 -1.392 0.1559
H 0.185 -1.270 -2.549 0.0133
H -0.132 -4.063 -3.545 0.0909
H -1.105 -3.805 -5.779 0.0741
H -1.672 -2.082 -5.541 0.0540
H -2.479 -3.539 -4.597 0.0783
O 2.895 -4.377 -7.098 -0.3942
P 3.399 -4.911 -8.452 0.7641
N 2.082 -6.025 -8.605 -0.3077
C 2.063 -7.287 -9.329 -0.1352
C 0.762 -5.401 -8.739 -0.1477
N 4.739 -5.727 -7.719 -0.3572
C 4.749 -7.159 -7.473 -0.1373
C 5.358 -5.051 -6.578 -0.1519
N 4.004 -5.432 -10.040 -0.2684
C 5.456 -5.313 -10.291 -0.1236
C 3.360 -4.631 -11.107 -0.1383
H 2.031 -7.152 -10.416 0.0764
H 1.180 -7.873 -9.051 0.0854
H 2.905 -7.931 -9.094 0.0512
H 0.541 -5.142 -9.779 0.0657
H 0.681 -4.486 -8.149 0.0592
H -0.025 -6.072 -8.380 0.0801
H 3.896 -7.482 -6.868 0.0869
H 5.665 -7.468 -6.960 0.0817
H 4.775 -7.711 -8.416 0.0635
H 4.800 -5.215 -5.650 0.0758
H 5.426 -3.973 -6.757 0.0701
H 6.385 -5.401 -6.429 0.0788
H 5.829 -4.318 -10.031 0.0888
H 5.687 -5.503 -11.344 0.0847
H 6.031 -6.058 -9.742 0.0727
H 3.633 -3.574 -11.032 0.0839
H 2.272 -4.697 -11.059 0.0628
H 3.643 -4.998 -12.098 0.0874
O 1.243 6.169 5.383 -0.3196
P 0.155 5.919 6.444 0.7575
N 0.067 7.593 6.877 -0.3072
C -0.326 8.161 8.158 -0.1349
C -0.422 8.478 5.815 -0.1402
N 1.266 5.124 7.508 -0.3588
C 1.848 5.776 8.670 -0.1356
C 2.295 4.303 6.867 -0.1555
N -1.144 5.566 7.605 -0.2707
C -1.182 4.212 8.197 -0.1297
C -2.461 5.738 6.948 -0.1413
H -1.405 8.091 8.340 0.0754
H -0.060 9.222 8.201 0.0874
H 0.187 7.714 9.004 0.0507
H -1.515 8.522 5.795 0.0652
H -0.089 8.153 4.827 0.0633
H -0.042 9.496 5.949 0.0847
H 2.370 6.702 8.408 0.0898
H 2.559 5.119 9.180 0.0812
H 1.082 5.973 9.423 0.0631
H 3.134 4.905 6.503 0.0794
H 1.875 3.745 6.024 0.0615
H 2.685 3.554 7.565 0.0764
H -1.113 3.436 7.429 0.0830
H -2.109 4.058 8.759 0.0824
H -0.386 4.059 8.925 0.0721
H -2.599 5.016 6.136 0.0801
H -2.571 6.738 6.524 0.0636
H -3.277 5.621 7.667 0.0859